Entry from the Open Molecules 2025 dataset: a cluster of 5 separate species, C26H50N5O10PS in total in a non-equilibrium geometry (the ωB97M-V functional and the def2-TZVPD basis).

Last column: Löwdin charge in e.
Positions of all 93 atoms, in Å:
C: -4.28922 4.92433 0.33797  -0.09
C: -4.45229 3.44054 -0.04001  -0.23
C: -3.19408 2.58830 0.19010  -0.18
C: -3.62815 1.14078 0.59310  -0.30
C: -4.17234 0.48056 -0.69945  -0.04
C: -2.47162 0.33711 1.29434  -0.32
C: -1.16760 0.73128 0.58376  -0.17
C: -0.93586 0.15368 -0.66625  0.01
C: 0.24111 0.52404 -1.30120  -0.04
C: 1.05733 1.43942 -0.69130  -0.19
N: 0.90036 2.02212 0.49527  0.11
C: -0.22860 1.61030 1.09328  -0.09
C: -2.62620 -1.20787 1.38304  -0.25
P: -4.32074 -1.91088 1.45461  0.48
O: -4.64072 -2.40898 0.10506  -0.29
O: -5.45377 -0.90802 1.93728  -0.09
O: -4.40372 -3.16095 2.46198  -0.12
C: -1.83598 -1.79523 2.59944  -0.17
C: -0.73545 -0.90700 3.11851  -0.18
O: -1.19975 0.32846 3.71272  -0.20
S: -2.51628 0.91323 3.03546  0.67
O: -2.47418 2.33715 3.13318  -0.25
O: -3.65031 0.33901 3.69713  -0.25
H: -4.83516 5.52617 -0.38984  0.06
H: -3.24410 5.21613 0.27409  0.06
H: -4.72001 5.14689 1.31134  0.07
H: -4.69463 3.39597 -1.10245  0.10
H: -5.32733 3.02315 0.45994  0.11
H: -2.66806 2.51867 -0.76155  0.11
H: -2.49725 3.02843 0.89817  0.10
H: -4.41708 1.30242 1.32302  0.11
H: -4.09547 1.16260 -1.54284  0.08
H: -3.68431 -0.44750 -0.96683  0.05
H: -5.23786 0.31115 -0.56721  0.09
H: -1.59291 -0.56345 -1.12908  0.11
H: 0.50913 0.10392 -2.25918  0.10
H: 1.95611 1.72763 -1.23468  0.11
H: -0.40319 2.03081 2.07504  0.11
H: -2.17661 -1.70606 0.53182  0.09
H: -5.91845 -1.24477 2.71366  0.10
H: -3.83836 -3.85629 2.10310  0.09
H: -1.45467 -2.77162 2.29221  0.09
H: -2.49638 -1.98516 3.44611  0.11
H: -0.17750 -1.46696 3.86249  0.12
H: -0.00043 -0.65725 2.35498  0.12
C: 1.46219 -3.42911 -0.07916  0.01
C: -0.02383 -3.61667 -0.20538  -0.51
O: -0.77518 -3.64113 0.76653  0.00
N: -0.54030 -3.75710 -1.45117  0.02
C: 0.17064 -3.74865 -2.71432  -0.08
H: 1.71740 -3.32833 0.97235  0.06
H: 1.98846 -4.29228 -0.48903  0.09
H: 1.77641 -2.52852 -0.60201  0.06
H: -1.54233 -3.88044 -1.46466  0.14
H: -0.21194 -2.93828 -3.33995  0.08
H: 0.00347 -4.69640 -3.23070  0.08
H: 1.23591 -3.60512 -2.56098  0.05
C: 0.96756 4.56377 -1.80105  -0.01
C: -0.16559 5.50776 -2.12551  -0.54
O: -1.31450 5.28263 -1.78316  0.04
N: 0.13495 6.63758 -2.82385  0.00
C: 1.42879 7.07353 -3.31273  -0.08
H: 0.57208 3.72720 -1.24747  0.04
H: 1.42754 4.19455 -2.71989  0.09
H: 1.71607 5.06432 -1.18515  0.09
H: -0.66556 7.22164 -3.00600  0.14
H: 1.67559 8.04348 -2.87712  0.08
H: 1.39192 7.17924 -4.39871  0.08
H: 2.20590 6.36298 -3.05366  0.07
C: 5.50855 -2.04303 -3.16805  -0.01
C: 4.01826 -2.23238 -3.30903  -0.53
O: 3.27484 -2.26468 -2.33868  0.02
N: 3.51896 -2.36777 -4.56466  0.01
C: 4.23924 -2.35632 -5.82565  -0.07
H: 5.75041 -1.95058 -2.11389  0.08
H: 6.04299 -2.90190 -3.57545  0.09
H: 5.82842 -1.13535 -3.68080  0.09
H: 2.51894 -2.48934 -4.58971  0.13
H: 3.86434 -1.54466 -6.45076  0.08
H: 4.07594 -3.30107 -6.34611  0.08
H: 5.30320 -2.21885 -5.66933  0.07
C: 4.58141 -2.33254 3.15836  -0.01
C: 3.24210 -2.50536 3.83345  -0.54
O: 2.19208 -2.42401 3.21485  0.03
N: 3.23807 -2.75694 5.16757  0.01
C: 4.37352 -2.88643 6.06218  -0.07
H: 4.41717 -2.13884 2.10237  0.08
H: 5.11991 -1.48772 3.58915  0.09
H: 5.17976 -3.23897 3.25910  0.08
H: 2.31319 -2.86121 5.55399  0.14
H: 4.36286 -3.87574 6.52240  0.08
H: 4.30314 -2.13488 6.84999  0.08
H: 5.30961 -2.75432 5.53119  0.07

The largest force on an atom is 0.0539 hartree/bohr. Its SMILES is CCC[C@@H](C)[C@]1(c2cccnc2)[C@H](P(=O)(O)O)CCOS1(=O)=O.CNC(C)=O.CNC(C)=O.CNC(C)=O.CNC(C)=O. As for the total charge: 0. Its LUMO energy is 0.0104 Ha.